# 1
The following is a DFT calculation (the ωB97M-V functional and the def2-TZVPD basis) of a structure of composition C40H33ClN4O7PRbSSe2.

Summary:
ΔE to the lowest compared entry with this formula, charge and spin   65.8 kJ/mol
Molar mass   1023.61 g/mol
HOMO level   -2.89 eV
LUMO level   3.722 eV
Gap between HOMO and LUMO   6.61 eV
2S+1   1
Total charge   -2

Last column: Löwdin charge in e.
Cartesian coordinates (Å):
Rb  0.887  -0.748  -0.605  0.964
Se  -3.598  -0.234  3.146  0.196
P  -3.703  1.760  2.394  -0.006
Se  -2.588  2.306  0.646  0.204
C  -5.461  2.224  2.088  -0.409
C  -6.503  1.367  2.411  -0.126
C  -7.820  1.741  2.169  -0.100
C  -8.101  2.978  1.612  -0.114
C  -7.058  3.837  1.283  -0.100
C  -5.749  3.458  1.511  -0.116
C  -3.308  2.930  3.769  -0.398
C  -2.359  3.930  3.623  -0.125
C  -2.061  4.778  4.682  -0.099
C  -2.716  4.637  5.893  -0.113
C  -3.670  3.635  6.044  -0.102
C  -3.958  2.787  4.993  -0.115
H  -6.262  0.400  2.834  0.041
H  -8.623  1.058  2.414  0.093
H  -9.127  3.270  1.424  0.088
H  -7.269  4.800  0.834  0.093
H  -4.930  4.104  1.220  0.077
H  -1.855  4.028  2.670  0.042
H  -1.304  5.543  4.557  0.096
H  -2.482  5.294  6.719  0.089
H  -4.181  3.512  6.990  0.093
H  -4.674  1.984  5.120  0.089
O  0.290  -6.784  -1.495  0.092
C  -1.020  -6.686  -1.422  -0.530
O  -1.750  -7.646  -1.550  0.030
C  -1.575  -5.318  -1.204  -0.062
C  -2.880  -4.942  -1.422  -0.562
Cl  -4.184  -5.945  -1.893  0.790
N  -3.005  -3.619  -1.169  -0.054
N  -1.811  -3.118  -0.761  0.172
C  -0.956  -4.120  -0.763  -0.121
C  0.483  -3.868  -0.348  -0.649
O  1.333  -4.592  -0.932  0.000
O  0.695  -2.978  0.471  -0.182
C  -4.111  -2.719  -1.294  -0.167
C  -5.231  -3.031  -2.054  -0.066
C  -6.279  -2.127  -2.132  -0.101
C  -6.226  -0.916  -1.465  -0.091
C  -5.100  -0.610  -0.715  -0.069
C  -4.046  -1.503  -0.622  -0.020
H  0.765  -5.878  -1.305  0.045
H  -5.301  -3.960  -2.597  0.040
H  -7.144  -2.385  -2.731  0.094
H  -7.044  -0.213  -1.530  0.096
H  -5.014  0.327  -0.189  0.070
H  -3.193  -1.259  -0.003  0.090
O  3.409  1.682  -2.862  -0.022
C  3.245  1.230  -1.721  -0.722
O  3.216  0.038  -1.343  -0.211
C  3.039  2.272  -0.620  -0.191
C  3.923  3.344  -0.495  -0.022
C  3.733  4.251  0.527  -0.091
C  2.644  4.088  1.373  -0.081
C  1.798  3.015  1.148  -0.139
N  1.993  2.115  0.191  0.107
H  4.729  3.438  -1.208  0.109
H  4.418  5.081  0.664  0.093
H  2.445  4.776  2.184  0.091
H  0.919  2.861  1.765  0.093
C  -0.294  -0.520  -5.020  -0.152
C  -1.566  -0.918  -4.266  -0.160
C  -1.739  0.267  -3.332  -0.207
O  -0.420  0.524  -2.890  -0.237
C  0.440  0.407  -4.027  -0.182
H  -0.552  0.029  -5.930  0.101
H  0.310  -1.379  -5.310  0.105
H  -1.397  -1.816  -3.665  0.108
H  -2.421  -1.097  -4.917  0.107
H  -2.362  0.087  -2.452  0.113
H  -2.133  1.144  -3.873  0.127
H  1.401  0.025  -3.682  0.105
H  0.618  1.402  -4.449  0.122
S  3.736  -0.553  3.672  1.031
C  2.764  -0.707  2.232  -0.452
N  1.581  -0.223  2.285  0.024
C  1.335  0.317  3.536  -0.311
C  0.128  0.906  3.910  -0.007
C  0.012  1.412  5.186  -0.069
C  1.086  1.341  6.085  -0.100
C  2.285  0.757  5.726  -0.109
C  2.401  0.241  4.437  -0.487
H  3.179  -1.179  1.354  0.075
H  -0.692  0.934  3.207  0.071
H  -0.922  1.863  5.493  0.094
H  0.971  1.748  7.081  0.093
H  3.107  0.705  6.426  0.096

# 2
The following is a DFT calculation (the ωB97M-V functional and the def2-TZVPD basis) of a structure of composition C40H33N5O8SV.

Summary:
ΔE to the lowest compared entry with this formula, charge and spin   89.8 kJ/mol
Molar mass   794.74 g/mol
HOMO level (spin up / spin down)   0.06 / -1.55 eV
LUMO level (spin up / spin down)   3.879 / 3.879 eV
Gap between HOMO and LUMO (spin up / spin down)   3.82 / 5.43 eV
2S+1   4
Total charge   -2

Last column: Löwdin spin population.
Cartesian coordinates (Å):
V  0.809  -0.087  0.664  1.855
C  1.044  -2.576  -2.710  0.003
C  1.266  -2.187  -1.274  0.019
O  0.615  -1.156  -0.877  0.026
C  2.084  -2.936  -0.457  0.000
C  2.177  -2.730  0.946  0.019
C  3.119  -3.591  1.740  0.002
N  1.460  -1.823  1.548  -0.017
N  1.567  -1.803  2.942  0.004
C  1.029  -0.707  3.388  0.001
O  0.489  0.199  2.656  0.010
C  1.076  -0.478  4.861  -0.001
C  2.115  -0.982  5.638  0.000
C  2.154  -0.731  7.001  0.000
C  1.154  0.023  7.603  0.000
C  0.118  0.531  6.830  0.000
C  0.084  0.288  5.464  0.000
H  0.121  -3.158  -2.780  0.001
H  1.868  -3.180  -3.090  0.000
H  0.934  -1.674  -3.311  0.002
H  2.658  -3.743  -0.890  0.000
H  3.573  -4.349  1.104  0.000
H  2.611  -4.061  2.582  0.001
H  3.899  -2.950  2.156  0.001
H  2.885  -1.564  5.149  0.000
H  2.973  -1.116  7.597  0.000
H  1.188  0.223  8.667  0.000
H  -0.664  1.121  7.292  0.000
H  -0.705  0.693  4.842  0.000
O  -2.372  2.424  0.597  0.006
C  -1.290  1.851  0.589  0.005
O  -1.059  0.607  0.394  0.017
C  -0.019  2.636  0.902  0.007
C  0.037  3.940  1.355  -0.002
C  1.269  4.440  1.763  0.008
C  2.395  3.628  1.726  -0.002
C  2.246  2.329  1.274  0.007
N  1.069  1.880  0.873  -0.007
C  3.338  1.274  1.159  0.005
O  4.490  1.564  1.461  0.010
O  2.878  0.160  0.734  0.013
H  -0.875  4.518  1.390  0.000
H  1.346  5.459  2.124  0.001
H  3.374  3.960  2.043  0.000
C  -2.883  -1.871  -3.464  0.002
O  -2.981  -0.890  -4.489  0.003
C  -2.864  0.405  -3.991  0.014
C  -3.974  1.072  -3.518  -0.001
C  -3.852  2.374  -3.050  0.022
C  -2.604  2.982  -3.083  -0.001
C  -1.486  2.323  -3.566  0.019
C  -1.589  1.004  -4.018  0.013
N  -0.563  0.237  -4.531  0.099
C  0.762  0.513  -4.893  0.343
C  1.839  1.165  -4.261  0.027
C  3.006  1.317  -5.069  0.090
C  4.182  1.870  -4.621  0.024
C  4.255  2.310  -3.288  0.092
C  3.166  2.173  -2.460  0.034
C  1.919  1.593  -2.862  0.064
O  0.967  1.475  -2.042  0.123
H  -3.685  -1.752  -2.730  0.000
H  -1.923  -1.803  -2.944  0.001
H  -2.974  -2.846  -3.945  0.000
H  -4.931  0.560  -3.524  -0.001
H  -4.710  2.895  -2.644  0.002
H  -2.489  3.986  -2.693  -0.001
H  -0.522  2.799  -3.554  0.001
H  -0.931  -0.587  -4.975  0.002
H  1.001  0.052  -5.848  0.021
H  2.945  0.968  -6.097  0.003
H  5.036  1.958  -5.284  -0.001
H  5.173  2.746  -2.906  0.007
H  3.227  2.489  -1.425  -0.001
S  -2.918  -3.523  3.157  0.000
C  -1.467  -3.106  2.262  0.000
N  -1.627  -2.358  1.240  0.002
C  -2.964  -2.015  1.080  0.000
C  -3.462  -1.154  0.102  0.000
C  -4.815  -0.884  0.089  0.000
C  -5.679  -1.462  1.027  0.000
C  -5.201  -2.311  2.008  0.000
C  -3.834  -2.574  2.029  0.000
H  -0.502  -3.468  2.595  0.000
H  -2.773  -0.677  -0.581  0.000
H  -5.202  -0.186  -0.643  0.000
H  -6.736  -1.224  0.998  0.000
H  -5.865  -2.745  2.745  0.000

# 3
The following is a DFT calculation (the ωB97M-V functional and the def2-TZVPD basis) of a structure of composition C40H34As2Br2ClN3O10Ru.

Summary:
ΔE to the lowest compared entry with this formula, charge and spin   112.7 kJ/mol
Molar mass   1162.90 g/mol
HOMO level (spin up / spin down)   -9.40 / -10.17 eV
LUMO level (spin up / spin down)   -3.096 / -4.479 eV
Gap between HOMO and LUMO (spin up / spin down)   6.30 / 5.69 eV
2S+1   6
Total charge   +1

Last column: Löwdin spin population.
Cartesian coordinates (Å):
Ru  10.830  11.959  15.276  2.972
Cl  9.817  11.925  8.199  0.006
C  10.070  12.234  9.828  0.016
C  10.606  13.478  10.233  0.005
C  11.101  13.670  11.473  0.015
C  10.899  12.665  12.466  0.027
O  11.413  12.939  13.627  0.232
C  10.065  11.521  12.162  0.024
C  9.816  10.405  12.958  0.022
N  10.459  10.276  14.104  0.099
C  10.637  9.079  14.791  0.005
C  10.042  7.835  14.713  0.019
C  10.461  6.818  15.605  -0.007
C  11.472  7.060  16.541  0.017
C  12.095  8.335  16.619  0.001
C  13.002  8.776  17.632  0.046
C  13.579  10.033  17.639  -0.001
C  13.147  11.005  16.690  0.063
N  12.215  10.585  15.840  0.090
C  11.590  9.332  15.818  0.024
C  9.709  11.341  10.815  -0.002
H  10.729  14.204  9.405  0.000
H  11.511  14.618  11.744  0.001
H  9.141  9.620  12.580  0.004
H  9.261  7.665  13.932  0.001
H  9.978  5.862  15.533  -0.001
H  11.879  6.271  17.226  0.001
H  13.263  7.982  18.378  0.002
H  14.303  10.266  18.381  -0.001
H  13.538  12.020  16.633  0.006
H  9.100  10.483  10.528  0.000
C  5.124  12.507  14.477  0.008
C  5.591  13.896  14.150  0.047
C  4.783  14.814  13.461  -0.019
C  5.294  16.018  13.029  0.050
C  6.484  16.452  13.638  -0.004
C  6.774  17.812  13.848  0.220
Br  5.772  19.211  13.094  0.065
C  7.743  18.213  14.784  -0.022
C  8.626  17.277  15.315  0.201
Br  10.158  17.908  16.090  0.063
C  8.503  15.826  15.140  0.072
O  9.376  14.961  15.415  0.257
C  7.256  15.457  14.374  0.073
N  6.814  14.216  14.569  0.005
H  5.063  12.431  15.561  0.003
H  5.815  11.756  14.118  0.002
H  4.133  12.274  14.041  0.000
H  3.730  14.592  13.222  -0.001
H  4.879  16.567  12.167  0.003
H  7.827  19.245  15.073  -0.004
C  13.903  15.943  15.760  0.001
O  13.014  14.863  16.268  0.005
C  12.765  15.009  17.575  0.001
O  13.230  16.027  18.153  0.001
C  11.966  13.928  18.194  0.016
C  12.411  13.463  19.371  0.002
As  11.263  12.579  20.645  0.005
C  12.585  11.339  21.447  0.000
C  10.486  11.193  19.479  0.015
C  9.877  11.546  18.345  0.032
As  10.401  13.119  17.191  0.114
C  9.099  14.227  18.214  0.030
C  8.693  10.795  17.768  0.007
O  8.237  11.005  16.622  0.052
O  8.022  9.949  18.639  0.000
C  6.590  9.781  18.210  0.000
C  10.218  9.864  20.108  0.002
O  10.575  8.778  19.631  0.004
O  9.661  10.069  21.319  0.000
C  9.083  8.911  21.931  0.000
C  13.839  13.675  19.837  0.001
O  14.805  13.127  19.295  0.001
O  13.923  14.201  21.129  0.000
C  13.909  15.634  21.292  0.000
H  14.018  15.842  14.677  0.000
H  14.861  15.850  16.280  0.000
H  13.433  16.875  16.066  0.000
H  13.367  11.981  21.884  0.000
H  12.087  10.777  22.238  0.000
H  13.023  10.669  20.691  0.000
H  9.473  14.409  19.239  0.003
H  8.099  13.762  18.243  0.000
H  9.077  15.126  17.553  0.000
H  6.066  9.165  18.982  0.000
H  6.515  9.301  17.202  0.000
H  6.066  10.769  18.172  0.000
H  8.189  9.236  22.491  0.000
H  9.813  8.411  22.576  0.000
H  8.769  8.254  21.175  0.000
H  14.194  15.792  22.321  0.000
H  12.931  16.052  21.041  0.000
H  14.667  16.096  20.687  0.000